17
Properties=species:S:1:pos:R:3:forces:R:3 method="wB97M-V/def2-TZVPD" total_energy_ev=-10438.7906 e_homo_ev="-16.022 / -19.258" spin_multiplicity=3 lumo_energy_ev="-7.29 / -11.28" charge=+2 fmax_ev_per_a=5.33
C 1.5526 -0.4151 0.0669 0.71 -2.28 0.61
C 0.2977 0.3547 0.0729 -2.62 2.93 1.11
C -1.0265 -0.2388 0.5399 2.12 2.12 -1.60
N -1.4999 -0.9218 -0.6020 -1.64 -1.65 0.79
N 2.6661 0.1465 -0.5921 1.51 -2.06 0.40
N -2.0756 0.8280 0.6758 4.17 3.20 0.90
F 0.1896 1.5140 -0.6820 0.53 -2.11 0.56
H 1.6813 -1.4464 0.4358 -0.45 0.69 -0.33
H -0.8795 -0.6820 1.5058 -0.21 -0.77 0.53
H -2.2157 -1.5835 -0.2805 -0.07 -0.07 -0.66
H -0.7855 -1.4880 -0.9921 0.66 -0.66 -0.75
H 2.8863 1.0290 -0.2097 0.22 2.31 -0.12
H 2.5152 0.0951 -1.5928 0.35 0.78 -0.85
H 3.5336 -0.3953 -0.3778 -0.56 0.00 -0.35
H -1.8672 1.5739 1.4061 -0.60 -1.25 -0.62
H -2.1157 1.3156 -0.2141 -0.43 0.02 -0.45
H -2.8566 0.3141 0.8399 -3.71 -1.19 0.82